[1]
{"formula": "C26H18Cl2N4O7Ti", "method": "wB97M-V/def2-TZVPD", "homo_lumo_gap_ev": [4.14, 4.16], "charge": -2, "relative_energy_ev": 0.274, "total_energy_ha": -3517.3906, "symbols": ["Ti", "Cl", "C", "C", "C", "N", "C", "O", "C", "C", "C", "C", "C", "N", "C", "C", "C", "Cl", "N", "C", "O", "C", "C", "C", "C", "C", "N", "H", "H", "H", "H", "H", "H", "H", "H", "H", "H", "O", "C", "O", "C", "C", "C", "C", "C", "O", "C", "C", "O", "O", "H", "H", "H", "H", "H", "H", "H", "H"], "coordinates": [[-0.573454, -0.378857, -0.844451], [-3.480895, 1.358408, 5.316929], [-3.248875, 0.863782, 3.653868], [-1.947818, 0.792364, 3.164963], [-1.699178, 0.429074, 1.848151], [-0.448351, 0.218184, 1.272351], [0.676271, 0.734691, 1.813642], [1.775870, 0.179504, 1.754258], [0.670068, 2.125811, 2.422659], [1.657978, 2.440847, 3.355134], [1.710828, 3.721795, 3.868952], [0.793873, 4.660669, 3.419136], [-0.136948, 4.256482, 2.472553], [-0.210772, 3.024678, 1.988396], [-2.802348, 0.058377, 1.035718], [-4.092455, 0.113466, 1.536914], [-4.315306, 0.529819, 2.846152], [-5.961325, 0.597640, 3.437644], [-2.438172, -0.426438, -0.205517], [-3.084113, -1.511946, -0.804436], [-4.308034, -1.621408, -0.977667], [-2.103376, -2.533091, -1.169581], [-2.468455, -3.741944, -1.797159], [-1.614478, -4.806699, -1.792232], [-0.348309, -4.681104, -1.128452], [0.003770, -3.468776, -0.617447], [-0.793709, -2.374629, -0.694288], [-1.136543, 0.998409, 3.847251], [2.359295, 1.670206, 3.640991], [2.459730, 3.991502, 4.604944], [0.798068, 5.678718, 3.785990], [-0.864595, 4.960835, 2.082457], [-4.913846, -0.183240, 0.901242], [-3.457280, -3.801391, -2.234539], [-1.897633, -5.742482, -2.259416], [0.328625, -5.520758, -1.037416], [0.967951, -3.310594, -0.140906], [0.197244, -0.726609, -5.036595], [0.340207, -0.530993, -3.832845], [-0.572443, -0.628863, -2.942872], [1.745601, -0.221437, -3.306998], [2.131880, -1.253036, -2.235153], [3.645344, -1.261304, -2.015122], [3.848688, 0.066418, -1.242909], [2.418389, 0.597060, -1.158184], [1.665612, -0.632801, -1.015290], [1.925913, 1.116622, -2.511494], [0.639279, 1.950723, -2.362372], [0.475554, 2.905307, -3.109016], [-0.148561, 1.576697, -1.416658], [2.424510, -0.264485, -4.159037], [1.654916, -2.225178, -2.343100], [4.184946, -1.295876, -2.962160], [3.942974, -2.120257, -1.413021], [4.509727, 0.765536, -1.756669], [4.233345, -0.111921, -0.239417], [2.212926, 1.241344, -0.310704], [2.667865, 1.751176, -2.997158]], "forces_ev_per_angstrom": [[-0.5, -0.6, -0.9], [0.0, 0.0, 0.0], [0.0, 0.0, 0.0], [0.0, 0.0, 0.0], [0.0, 0.1, 0.0], [0.2, 0.2, 0.1], [-0.4, -0.3, -0.3], [0.1, 0.1, 0.1], [0.1, 0.3, 0.2], [0.0, -0.1, 0.0], [0.0, 0.1, 0.0], [0.0, -0.1, 0.0], [0.0, 0.1, 0.0], [0.0, -0.2, 0.0], [0.1, 0.0, -0.2], [-0.1, 0.1, 0.0], [-0.1, 0.0, 0.0], [0.0, 0.0, 0.0], [0.1, -0.1, 0.3], [0.2, -0.1, 0.1], [0.1, 0.0, -0.1], [0.2, 0.6, 0.3], [0.1, -0.3, -0.2], [0.0, 0.1, 0.0], [-0.1, 0.1, -0.1], [0.0, -0.1, -0.1], [0.1, 0.3, 0.1], [0.0, 0.0, 0.0], [0.0, 0.0, 0.0], [0.0, 0.0, 0.0], [0.0, 0.0, 0.0], [0.0, 0.0, 0.0], [0.0, 0.0, 0.0], [0.0, 0.0, 0.0], [0.0, 0.0, 0.0], [0.0, 0.0, 0.0], [0.0, 0.0, 0.0], [0.0, 0.0, -0.1], [-0.1, 0.0, -0.1], [0.0, 0.1, 0.4], [0.2, 0.0, 0.0], [-0.1, -0.1, 0.0], [0.0, 0.0, 0.0], [0.0, 0.0, 0.0], [0.0, 0.1, 0.1], [-0.2, 0.0, 0.1], [0.0, 0.0, 0.0], [0.1, -0.1, 0.1], [0.0, 0.1, 0.0], [0.1, -0.2, 0.2], [0.0, 0.0, 0.0], [0.0, 0.0, 0.0], [0.0, 0.0, 0.0], [0.0, 0.0, 0.0], [0.0, 0.0, 0.0], [0.0, 0.0, 0.0], [0.0, 0.0, 0.0], [0.0, 0.0, 0.0]], "mulliken_charge": [-0.571, -0.285, -0.097, -0.577, 1.408, 0.060, 0.591, -0.713, 0.564, -1.021, -0.363, -0.466, -0.417, -0.101, -1.059, -0.681, 0.187, -0.277, 0.665, -0.199, -0.866, 0.639, -0.872, -0.307, -0.758, -0.364, 0.507, 0.467, 0.466, 0.391, 0.385, 0.400, 0.596, 0.411, 0.365, 0.385, 0.575, -0.829, -0.057, -0.538, 0.057, -0.148, -1.165, -1.090, 0.056, -0.169, 0.205, -0.139, -0.798, -0.033, 0.473, 0.759, 0.412, 0.312, 0.410, 0.332, 0.463, 0.420]}


[2]
{"formula": "C26H18Cl4InN4O6", "method": "wB97M-V/def2-TZVPD", "homo_lumo_gap_ev": [3.18, 3.20], "charge": 1, "relative_energy_ev": 0.000, "total_energy_ha": -3702.5834, "symbols": ["In", "O", "C", "O", "C", "C", "C", "C", "C", "C", "N", "C", "C", "C", "C", "C", "C", "N", "H", "H", "H", "H", "H", "H", "H", "H", "H", "H", "Cl", "C", "C", "Cl", "C", "Cl", "C", "O", "C", "O", "C", "Cl", "O", "C", "N", "C", "O", "C", "C", "C", "C", "N", "C", "H", "H", "H", "H", "H", "H", "H", "H"], "coordinates": [[1.273914, -1.881494, 1.482250], [4.236426, 5.536489, 0.553225], [4.538064, 4.222766, 0.298441], [5.682380, 3.937943, 0.041819], [3.386212, 3.236107, 0.261567], [2.059724, 3.626363, 0.367009], [1.052815, 2.661230, 0.294638], [1.325248, 1.247792, 0.227966], [2.711609, 0.921831, 0.075945], [3.703249, 1.862116, 0.172097], [0.419328, 0.243417, 0.369640], [-0.912317, 0.808274, 0.617417], [-2.013131, -1.491860, 1.043418], [-3.358691, -1.987323, 1.091942], [-3.672855, -3.151667, 0.468464], [-2.616568, -3.947091, -0.022489], [-1.318592, -3.558261, 0.236950], [-1.013141, -2.332159, 0.666114], [3.462476, 5.711201, 1.085251], [1.773084, 4.670494, 0.445475], [0.050194, 3.077009, 0.194526], [3.014009, -0.098754, -0.092056], [4.738954, 1.568720, 0.122254], [-0.784746, 1.575376, 1.405763], [-4.095686, -1.304659, 1.480158], [-4.699075, -3.502365, 0.372638], [-2.759089, -4.905131, -0.543264], [-0.492427, -4.265800, 0.045436], [5.150403, -7.440390, 0.315179], [4.625531, -5.785829, 0.461653], [5.544855, -4.723587, 0.352140], [7.230089, -5.019199, 0.120809], [5.127345, -3.392325, 0.416110], [6.128018, -2.017196, 0.075459], [3.770062, -3.179186, 0.752464], [3.347431, -1.943407, 1.018299], [2.820078, -4.250194, 0.920682], [1.565485, -3.995931, 1.246717], [3.258673, -5.581417, 0.642531], [2.075037, -6.817605, 0.535757], [-4.128673, 4.308286, -4.340008], [-4.780593, 3.452100, -3.481970], [-4.022779, 3.193595, -2.267388], [-3.398946, 2.005530, -2.081580], [-3.426513, 1.175729, -2.973956], [-2.828454, 1.845205, -0.676807], [-3.617111, 2.185825, 0.459381], [-3.549700, 1.555648, 1.729904], [-2.787446, 0.508650, 2.132632], [-1.816697, -0.146178, 1.377022], [-1.612478, 1.262430, -0.641642], [-3.215826, 4.008375, -4.517109], [-4.952055, 2.425791, -3.910507], [-5.749474, 3.936907, -3.215999], [-3.788661, 3.976640, -1.639946], [-4.414751, 2.903968, 0.336596], [-4.181315, 1.946517, 2.529272], [-2.945366, 0.094229, 3.129449], [-1.117508, 1.026448, -1.567752]], "forces_ev_per_angstrom": [[0.3, 0.2, -1.7], [0.7, -0.3, -0.2], [0.3, 0.1, -0.2], [-1.2, 0.0, 0.2], [0.7, 0.3, 0.8], [0.3, -0.8, -0.6], [-0.4, -0.6, -0.1], [2.1, 2.1, 0.1], [-0.7, 0.2, 0.2], [-0.5, 0.8, -0.5], [-1.3, -1.6, 0.6], [0.8, -0.8, 1.1], [-1.3, -2.5, -0.1], [1.5, 2.0, -0.2], [0.5, -1.8, -0.6], [-0.6, -0.3, 0.2], [0.3, -0.5, -0.7], [0.3, 1.4, 1.4], [-0.4, -0.4, 0.1], [0.0, -0.1, -0.2], [0.1, -0.3, 0.3], [-0.1, -0.3, 0.2], [0.1, 0.0, -0.1], [-0.3, 0.4, -0.7], [-0.4, -0.1, -0.1], [0.2, 0.2, 0.1], [-0.2, 0.6, 0.4], [-0.3, 0.7, 0.1], [0.1, 0.6, -0.1], [-0.2, -0.7, -0.2], [0.4, 0.4, -0.1], [-0.3, -0.2, -0.1], [-1.0, -0.7, 0.4], [-0.3, -0.6, 0.3], [-0.4, -0.1, 0.6], [-1.3, 0.4, -0.3], [1.4, -0.6, -0.9], [-0.6, 1.4, -0.1], [0.2, 1.7, 0.6], [0.1, 0.0, 0.2], [0.9, 0.5, -0.5], [-0.9, -1.0, 0.1], [0.2, 1.1, 1.1], [-1.3, 1.0, -1.1], [1.0, -0.6, 1.5], [-0.2, -0.6, -0.5], [0.5, -1.3, 0.8], [-0.1, 2.3, -0.3], [1.5, -2.0, -0.4], [0.1, 1.4, -0.3], [0.3, -0.7, 1.1], [-0.7, 0.0, 0.0], [0.0, 1.1, 0.3], [0.7, -0.4, -0.2], [-0.4, -0.6, -0.6], [-0.1, 0.0, -0.1], [0.0, 0.0, -0.4], [-0.4, -0.3, -0.4], [0.1, -0.2, -0.3]], "mulliken_charge": [1.528, -0.490, 0.470, -0.519, 0.842, -1.251, -0.022, 0.684, -0.724, -1.163, -0.665, -0.589, 0.936, -0.777, -0.567, -0.686, -0.140, -0.239, 0.323, 0.277, 0.278, 0.569, 0.542, 0.719, 0.463, 0.442, 0.415, 0.382, -0.170, 0.170, 0.585, -0.164, -0.243, -0.148, 0.530, -0.812, 0.160, -0.809, 0.045, -0.171, -0.516, -0.333, -0.239, 0.330, -0.624, 0.233, -0.091, -0.535, -0.866, 0.376, -0.080, 0.322, 0.294, 0.313, 0.290, 0.476, 0.456, 0.603, 0.577]}


- Number 2 is which compound?
  C26H18Cl4InN4O6